The following is a quantum chemistry calculation of a 2-piece molecular cluster, C5H6NO2 overall, from the Open Molecules 2025 dataset.

Cartesian coordinates (Å):
C -0.858 -1.330 -0.142
C 3.032 0.273 0.097
C 0.263 -0.811 -0.653
C -0.424 0.042 0.357
C -1.133 1.321 -0.075
N -1.778 -2.238 -0.082
O 3.374 -0.621 0.749
O 2.829 1.228 -0.520
H 1.213 -0.982 -1.110
H -0.039 0.131 1.390
H -0.492 2.198 0.063
H -2.051 1.492 0.500
H -1.401 1.254 -1.128
H -2.537 -1.956 0.553

Results
Energy in eV: -10865.97357
Total charge: -1
HOMO level in eV: -1.9
HOMO-LUMO gap in eV: 5.17

Which charges does Mulliken predict for the atoms? In e, they are: 0.537 0.774 -0.848 -0.216 -1.277 -0.936 -0.408 -0.392 0.349 0.286 0.311 0.302 0.346 0.172